No. 1
The following is a DFT calculation (ωB97M-V/def2-TZVPD) of a single C4H6N2O molecule.

CARTESIAN COORDINATES (ANGSTROEM)
C1 1.281 -1.739 0.609
C2 0.450 -0.565 0.188
C3 0.277 0.655 0.791
C4 -0.653 1.187 -0.118
N1 -1.280 2.375 -0.089
O1 -1.003 0.423 -1.179
N2 -0.364 -0.795 -0.944
H1 1.703 -2.286 -0.243
H2 2.092 -1.399 1.255
H3 0.660 -2.442 1.177
H4 -1.141 2.935 0.736
H5 -2.082 2.552 -0.674
H6 0.116 -1.041 -1.807

- calculated total energy (Eh) = -340.65112

***

No. 2
The following is a DFT calculation (ωB97M-V/def2-TZVPD) of 2 unconnected molecules or ions with the total composition CO3S3.

CARTESIAN COORDINATES (ANGSTROEM)
O1 1.096 1.205 -0.592
S1 -0.269 1.509 -0.307
O2 -0.816 1.144 0.958
S2 -1.351 2.580 -1.599
O3 -0.526 -1.092 -0.438
C1 0.086 -1.787 0.246
S3 1.054 -2.832 0.817

- calculated total energy (Eh) = -1458.35169

***

No. 3
The following is a DFT calculation (ωB97M-V/def2-TZVPD) of 3 unconnected molecules or ions with the total composition C4H12NO4.

CARTESIAN COORDINATES (ANGSTROEM)
C1 -1.177 0.345 -1.053
N1 0.301 0.506 -0.862
C2 1.079 -0.700 -1.196
O1 2.312 -0.484 -1.169
O2 0.494 -1.780 -1.365
C3 -1.876 0.647 0.294
C4 -3.403 0.769 0.187
H1 -1.252 -0.740 -1.126
H2 -1.592 0.858 -1.920
H3 0.669 1.302 -1.363
H4 -1.578 -0.197 0.907
H5 -1.464 1.542 0.756
H6 -3.830 -0.122 -0.272
H7 -3.874 1.036 1.128
H8 -3.550 1.591 -0.526
H9 1.275 0.967 0.935
H10 2.707 0.562 0.713
O3 2.168 1.054 1.349
H11 0.379 -1.329 2.162
H12 1.187 -0.206 2.676
O4 0.372 -0.704 2.889

- calculated total energy (Eh) = -515.41900
- charge = -1

***

No. 4
The following is a DFT calculation (ωB97M-V/def2-TZVPD) of a molecular structure, C30H24AgBrN8O5.

CARTESIAN COORDINATES (ANGSTROEM)
Ag1 0.299 -2.283 -2.583
C1 5.250 -4.120 0.689
O1 4.131 -3.702 -0.025
C2 4.432 -2.750 -0.958
C3 5.754 -2.401 -1.437
C4 5.974 -1.601 -2.613
C5 4.886 -1.032 -3.249
C6 3.613 -1.209 -2.728
C7 2.422 -0.479 -3.336
N1 2.133 -0.800 -4.528
N2 0.876 -0.459 -4.928
C8 -0.188 -0.966 -4.356
O2 -3.378 3.801 -1.908
C9 -1.395 -0.492 -5.007
C10 -1.375 0.339 -6.155
C11 -2.514 0.770 -6.741
C12 -3.771 0.489 -6.123
C13 -3.788 -0.365 -5.015
C14 -2.617 -0.906 -4.462
C15 3.310 -2.028 -1.572
O3 2.059 -2.211 -1.228
H1 5.857 -3.346 1.164
H2 5.738 -4.828 0.031
H3 4.847 -4.726 1.511
H4 6.666 -2.870 -1.085
H5 7.009 -1.321 -2.878
H6 5.010 -0.349 -4.080
H7 1.753 0.081 -2.720
H8 -0.484 0.570 -6.736
H9 -2.418 1.157 -7.729
H10 -4.759 0.944 -6.580
H11 -4.750 -0.756 -4.665
H12 -2.665 -1.629 -3.707
N3 0.653 -1.010 1.188
C16 -0.257 -0.039 1.351
N4 -0.645 0.254 2.590
C17 -1.807 0.935 2.651
N5 -2.409 1.058 3.866
N6 -2.401 1.567 1.580
C18 -1.765 1.344 0.460
N7 -0.779 0.509 0.236
C19 -2.089 2.209 -0.769
C20 -1.377 1.786 -1.958
C21 -0.938 2.578 -2.943
C22 -1.247 3.923 -3.019
C23 -2.309 4.496 -2.425
N8 -3.020 3.122 -0.632
H13 1.014 -1.434 2.010
H14 1.095 -1.127 0.313
H15 -1.644 1.034 4.589
H16 -3.195 1.703 3.991
H17 -1.284 0.735 -1.965
H18 -0.322 2.055 -3.729
H19 -0.563 4.631 -3.394
H20 -2.533 5.642 -2.457
Br1 0.560 2.387 6.649
C24 -0.487 0.927 7.361
C25 0.191 -0.196 7.699
C26 -0.502 -1.380 8.002
C27 -1.882 -1.444 7.910
C28 -2.579 -0.296 7.585
C29 -1.888 0.933 7.324
C30 -2.723 2.234 6.868
O4 -3.728 1.899 6.233
O5 -2.263 3.387 7.129
H21 1.247 -0.068 7.686
H22 -0.024 -2.261 8.281
H23 -2.377 -2.381 8.137
H24 -3.640 -0.236 7.340

- calculated total energy (Eh) = -4692.73535
- charge = -2

***

No. 5
The following is a DFT calculation (ωB97M-V/def2-TZVPD) of 9 unconnected molecules or ions with the total composition C14H45NO9.

CARTESIAN COORDINATES (ANGSTROEM)
C1 0.151 -24.626 -3.018
C2 0.757 -23.212 -3.437
C3 0.191 -22.153 -2.490
C4 2.234 -23.445 -3.334
C5 3.225 -22.582 -4.244
C6 2.469 -21.312 -4.742
C7 1.133 -21.676 -5.474
C8 0.393 -20.286 -5.581
C9 1.530 -22.041 -6.958
N1 0.515 -22.882 -4.824
O1 -0.765 -23.137 -5.235
H1 0.320 -24.805 -1.956
H2 -0.912 -24.599 -3.256
H3 0.642 -25.435 -3.557
H4 0.166 -22.512 -1.461
H5 0.775 -21.241 -2.612
H6 -0.877 -22.022 -2.666
H7 2.537 -23.084 -2.351
H8 2.505 -24.495 -3.227
H9 4.043 -22.119 -3.692
H10 3.586 -23.220 -5.050
H11 3.169 -20.855 -5.442
H12 2.280 -20.482 -4.062
H13 -0.377 -20.194 -6.347
H14 1.038 -19.408 -5.604
H15 -0.175 -20.045 -4.682
H16 2.176 -22.918 -6.996
H17 1.924 -21.144 -7.436
H18 0.652 -22.349 -7.526
H19 -1.190 -22.863 -4.418
C10 -3.033 -20.386 -7.534
O2 -2.199 -19.686 -8.359
H20 -3.661 -20.918 -8.249
H21 -2.534 -20.890 -6.706
H22 -3.716 -19.605 -7.200
H23 -1.951 -18.923 -7.832
C11 -0.068 -15.245 -10.385
O3 0.284 -15.594 -8.974
H24 -1.152 -15.156 -10.466
H25 0.193 -14.240 -10.716
H26 0.215 -16.035 -11.080
H27 -0.283 -16.350 -8.804
C12 -2.270 -15.002 -5.829
O4 -3.211 -16.021 -6.195
H28 -1.966 -14.335 -6.635
H29 -2.622 -14.504 -4.926
H30 -1.443 -15.615 -5.471
H31 -4.011 -15.635 -6.559
C13 -2.767 -17.652 -10.770
O5 -1.845 -18.667 -10.935
H32 -3.825 -17.900 -10.688
H33 -2.581 -17.103 -9.847
H34 -2.584 -16.922 -11.559
H35 -1.851 -19.199 -10.136
C14 1.916 -18.283 -9.056
O6 2.618 -17.050 -8.815
H36 1.261 -18.751 -8.320
H37 1.251 -18.088 -9.898
H38 2.553 -19.114 -9.360
H39 1.982 -16.332 -8.876
O7 -1.289 -17.393 -7.338
H40 -1.987 -16.842 -6.984
H41 -0.523 -17.183 -6.802
O8 -3.500 -18.580 -4.631
H42 -4.363 -18.687 -5.030
H43 -3.319 -17.642 -4.700
O9 1.132 -16.779 -6.191
H44 1.507 -16.656 -7.063
H45 1.547 -16.105 -5.653

- calculated total energy (Eh) = -1292.12491

***

No. 6
The following is a DFT calculation (ωB97M-V/def2-TZVPD) of a molecular structure, C30H27CdN2O2SSbSe4.

CARTESIAN COORDINATES (ANGSTROEM)
Cd1 1.653 1.520 -1.575
C1 1.401 5.938 -1.112
C2 1.043 4.504 -0.769
O1 1.258 3.675 -1.728
C3 0.608 4.219 0.497
C4 0.311 2.882 0.961
C5 0.914 2.455 2.275
N1 -0.435 2.010 0.363
N2 -1.261 2.479 -0.649
C6 -1.244 1.761 -1.728
O2 -0.416 0.806 -2.017
C7 -2.258 2.110 -2.773
C8 -2.147 1.571 -4.052
C9 -3.079 1.885 -5.030
C10 -4.136 2.737 -4.742
C11 -4.253 3.277 -3.468
C12 -3.320 2.966 -2.490
H1 2.487 6.051 -1.122
H2 0.973 6.650 -0.406
H3 1.042 6.156 -2.119
H4 0.687 5.003 1.243
H5 0.684 3.203 3.041
H6 2.002 2.392 2.207
H7 0.518 1.492 2.593
H8 -1.313 0.911 -4.254
H9 -2.975 1.465 -6.024
H10 -4.864 2.984 -5.507
H11 -5.075 3.945 -3.236
H12 -3.388 3.386 -1.496
Se1 3.057 -1.190 -2.643
Se2 4.914 -2.120 -3.512
Se3 4.169 1.210 -5.324
Se4 2.286 0.526 -4.281
S1 3.698 0.241 -1.019
Sb1 0.540 -1.346 0.469
C13 1.372 -1.237 2.455
C14 2.687 -0.796 2.594
C15 3.278 -0.712 3.849
C16 2.557 -1.060 4.982
C17 1.247 -1.500 4.855
C18 0.661 -1.591 3.598
C19 1.057 -3.433 0.249
C20 2.149 -4.006 0.894
C21 2.535 -5.312 0.621
C22 1.829 -6.068 -0.302
C23 0.740 -5.510 -0.956
C24 0.363 -4.202 -0.687
C25 -1.483 -1.710 1.105
C26 -1.979 -2.952 1.491
C27 -3.305 -3.098 1.880
C28 -4.150 -1.997 1.888
C29 -3.666 -0.755 1.501
C30 -2.341 -0.611 1.106
H13 3.255 -0.517 1.712
H14 4.301 -0.366 3.938
H15 3.015 -0.988 5.962
H16 0.676 -1.771 5.736
H17 -0.364 -1.930 3.512
H18 2.712 -3.426 1.616
H19 3.397 -5.735 1.123
H20 2.138 -7.082 -0.525
H21 0.193 -6.087 -1.693
H22 -0.478 -3.773 -1.222
H23 -1.327 -3.818 1.489
H24 -3.677 -4.073 2.175
H25 -5.186 -2.108 2.188
H26 -4.321 0.108 1.495
H27 -1.968 0.359 0.795

- calculated total energy (Eh) = -11831.37471
- charge = -2

***

Quick rundown of Kohn-Sham gap, same order as above: 8.793, 9.100, 8.420, 6.959, 7.739, 5.659 eV
Quick rundown of ΔE to the lowest compared entry with this formula, charge and spin, same order as above: 90.2, 8.0, 10.4, 147.4, 48.2, 0.0 kcal per mole
Quick rundown of F_max, same order as above: 0.48, 2.79, 1.99, 3.65, 3.76, 0.45 eV Å⁻¹